No. 1
The following is a DFT calculation (the ωB97M-V functional and the def2-TZVPD basis) of the molecule C7H12NP in a non-equilibrium geometry.

Geometry as XYZ:
```
21
Properties=species:S:1:pos:R:3
C -1.155 1.711 0.185
C -0.748 0.249 -0.149
N 0.361 -0.190 -0.502
P 1.960 0.569 -0.255
C 2.796 -0.673 -1.421
C 2.165 -0.344 1.391
C -1.949 -0.713 -0.307
C -3.287 -0.029 -0.531
C -3.030 -0.534 0.664
H -1.782 2.162 -0.525
H -1.942 1.612 0.948
H -0.262 2.342 0.425
H 2.809 -1.722 -1.164
H 3.905 -0.415 -1.381
H 2.506 -0.439 -2.413
H 3.174 -0.132 1.643
H 2.076 -1.388 1.245
H 1.458 -0.075 2.171
H -1.694 -1.704 -0.607
H -3.986 0.441 -1.105
H -3.374 -0.728 1.688
```

Calculated values
**Structure (SMILES)**: C/C(=N\P(C)C)C1C=C1
**Molecular weight**: 141.15 Da
**Highest occupied orbital energy**: -7.87 eV
**HOMO-LUMO gap**: 8.955 eV


No. 2
The following is a DFT calculation (the ωB97M-V functional and the def2-TZVPD basis) of the molecule C7H12O in a non-equilibrium geometry.

Geometry as XYZ:
```
20
Properties=species:S:1:pos:R:3
C 1.480 2.362 -0.624
C 0.181 1.686 -1.114
C -0.118 0.327 -0.468
C -0.187 -0.773 -1.438
C -0.347 0.269 0.845
C -0.908 -0.868 1.561
C -0.467 -2.137 1.604
O -1.203 -2.965 2.436
H 1.506 3.385 -0.970
H 2.279 1.695 -0.973
H 1.525 2.266 0.452
H 0.101 1.653 -2.205
H -0.675 2.310 -0.824
H -0.571 -1.715 -1.040
H 0.827 -0.813 -1.850
H -0.883 -0.618 -2.271
H -0.137 1.138 1.460
H -1.980 -0.819 1.793
H 0.477 -2.488 1.208
H -0.902 -3.896 2.415
```

Calculated values
**Structure (SMILES)**: CC/C(C)=C/C=C/O
**Molecular weight**: 112.17 Da
**Highest occupied orbital energy**: -8.22 eV
**HOMO-LUMO gap**: 9.053 eV


No. 3
The following is a DFT calculation (the ωB97M-V functional and the def2-TZVPD basis) of the molecule C7H12O in a non-equilibrium geometry.

Geometry as XYZ:
```
20
Properties=species:S:1:pos:R:3
C -0.967 -3.033 -1.036
C -0.309 -2.006 -1.962
C 0.157 -0.910 -1.081
C -0.312 -0.224 -0.028
C 0.464 0.737 0.735
C 0.202 1.901 1.245
C 1.109 2.927 1.958
O -0.985 2.418 0.888
H -1.547 -2.671 -0.184
H -0.201 -3.511 -0.464
H -1.515 -3.775 -1.598
H 0.474 -2.502 -2.549
H -1.047 -1.579 -2.765
H 1.133 -0.618 -1.474
H -1.182 -0.598 0.646
H 1.547 0.478 0.818
H 0.588 3.877 2.015
H 2.056 3.308 1.532
H 1.462 2.537 2.975
H -1.125 3.243 0.328
```

Calculated values
**Structure (SMILES)**: CC/C=C/C=C(/C)O
**Molecular weight**: 112.17 Da
**Highest occupied orbital energy**: -8.13 eV
**HOMO-LUMO gap**: 8.881 eV


No. 4
The following is a DFT calculation (the ωB97M-V functional and the def2-TZVPD basis) of a structure of composition C7H12O in a non-equilibrium geometry.

Geometry as XYZ:
```
20
Properties=species:S:1:pos:R:3
C -1.244 2.194 1.032
C -1.055 1.182 -0.002
C -0.906 -0.285 0.464
C -0.812 -1.510 -0.604
C 0.780 -1.841 -0.771
C 1.629 -0.861 0.218
C 0.117 0.558 -0.405
H -2.149 2.406 1.434
H -0.846 2.037 2.154
H -0.956 3.206 0.715
H -2.066 1.368 -0.728
H -0.749 -0.714 1.459
H -1.609 -2.393 -0.288
H -1.334 -0.803 -1.661
H 1.222 -2.893 -0.755
H 0.942 -1.575 -1.865
H 1.383 -0.839 1.328
H 2.777 -1.129 -0.041
H 0.138 0.493 -1.586
O 1.523 0.527 0.030
```

Calculated values
**Molecular weight**: 112.17 Da
**Highest occupied orbital energy**: -8.81 eV
**HOMO-LUMO gap**: 9.788 eV


No. 5
The following is a DFT calculation (the ωB97M-V functional and the def2-TZVPD basis) of the molecule C7H12O in a non-equilibrium geometry.

Geometry as XYZ:
```
20
Properties=species:S:1:pos:R:3
C -2.487 1.501 0.276
C -2.074 0.370 -0.298
O -2.850 -0.306 -1.198
C -0.643 -0.607 0.195
C -0.816 -1.893 0.392
C 0.357 0.387 0.047
C 1.859 -0.551 0.238
C 2.997 0.367 -0.167
H -3.464 1.928 0.066
H -1.848 2.039 0.956
H -3.678 0.174 -1.354
H 0.013 -2.569 0.526
H -1.807 -2.312 0.314
H 0.380 1.109 0.861
H 0.423 0.830 -0.945
H 1.920 -0.826 1.290
H 1.844 -1.448 -0.380
H 3.964 -0.124 -0.036
H 2.999 1.278 0.432
H 2.911 0.652 -1.216
```

Calculated values
**Structure (SMILES)**: C=C(O)C(=C)CCC
**Molecular weight**: 112.17 Da
**Highest occupied orbital energy**: -8.66 eV
**HOMO-LUMO gap**: 9.570 eV


No. 6
The following is a DFT calculation (the ωB97M-V functional and the def2-TZVPD basis) of a cluster of 2 separate species, C7H12O in total in a non-equilibrium geometry.

Geometry as XYZ:
```
20
Properties=species:S:1:pos:R:3
C 1.197 0.738 1.895
C 0.039 1.001 0.957
C -1.203 1.238 1.393
C -0.266 -0.314 -1.103
C 0.350 0.727 -0.436
C 1.134 -0.252 -3.160
C 0.028 -0.653 -2.465
H 1.623 -0.262 1.732
H 2.001 1.462 1.822
H 0.871 0.797 2.922
H -2.001 1.469 0.716
H -1.434 1.322 2.444
H -0.979 -0.999 -0.645
H 1.123 1.313 -0.921
H 1.319 -0.434 -4.220
H 1.968 0.199 -2.644
H -0.767 -1.213 -2.931
H -1.891 -1.387 1.931
H -0.381 -1.489 2.157
O -1.159 -2.024 1.966
```

Calculated values
**Expectation value of S²**: 0.785
**Spin multiplicity**: 2
**Net charge**: +1
**Molecular weight**: 112.17 Da
**Highest occupied orbital energy (alpha / beta)**: -14.29 / -14.31 eV
**HOMO-LUMO gap (alpha / beta)**: 9.027 / 6.248 eV


No. 7
The following is a DFT calculation (the ωB97M-V functional and the def2-TZVPD basis) of a structure of composition C7H12O2 in a non-equilibrium geometry.

Geometry as XYZ:
```
21
Properties=species:S:1:pos:R:3
C 1.678 -0.696 2.776
C 1.388 -0.073 1.289
C -0.087 0.078 0.739
C -1.107 -1.062 0.561
C -0.059 -0.492 -1.477
C 0.548 0.903 -1.894
C -0.026 0.845 -0.624
H 1.790 -2.057 2.978
H 0.722 0.040 3.253
H 2.911 0.003 3.496
H 1.985 -0.538 0.466
H 1.473 1.095 1.313
H -0.588 0.566 1.596
H -2.195 -0.820 0.855
H -0.815 -2.194 0.428
H 0.914 -0.894 -1.477
H 0.107 1.737 -2.599
H 1.614 0.967 -1.860
H -1.124 2.535 -0.144
O -1.225 -1.220 -1.154
O -1.375 1.538 -0.911
```

Calculated values
**Molecular weight**: 128.17 Da
**Highest occupied orbital energy**: -8.34 eV
**HOMO-LUMO gap**: 8.666 eV


No. 8
The following is a DFT calculation (the ωB97M-V functional and the def2-TZVPD basis) of the ion C7H12O2P with charge -1 in a non-equilibrium geometry.

Geometry as XYZ:
```
22
Properties=species:S:1:pos:R:3
C -0.414 -2.240 -0.355
C 0.121 -0.826 -0.396
C 0.055 0.074 0.847
C -1.325 -0.109 1.447
P -2.412 0.238 -0.066
O -3.257 -0.929 -0.451
O -3.072 1.568 0.058
C -0.817 0.404 -1.030
C -0.064 1.315 -0.054
C 1.239 1.928 -0.540
H -0.027 -2.766 0.519
H -0.099 -2.787 -1.244
H -1.496 -2.237 -0.318
H 1.114 -0.797 -0.852
H 0.883 0.027 1.569
H -1.473 -1.113 1.844
H -1.532 0.612 2.239
H -0.807 0.588 -2.100
H -0.696 2.104 0.363
H 1.817 2.311 0.303
H 1.039 2.760 -1.216
H 1.857 1.206 -1.073
```

Calculated values
**Net charge**: -1
**Structure (SMILES)**: C[C@@H]1[C@H]2C[P@@](=O)([O-])[C@@H]1[C@@H]2C
**Molecular weight**: 159.15 Da
**Highest occupied orbital energy**: -4.37 eV
**HOMO-LUMO gap**: 8.140 eV


No. 9
The following is a DFT calculation (the ωB97M-V functional and the def2-TZVPD basis) of a cluster of 3 separate species, C7H12O2S2 in total in a non-equilibrium geometry.

Geometry as XYZ:
```
23
Properties=species:S:1:pos:R:3
C -4.787 -2.019 -1.782
C -4.256 -1.768 -2.969
C -3.834 -2.401 -0.694
C -2.414 -2.367 -1.265
C 5.142 2.285 0.198
C 4.800 2.770 2.618
C 5.329 3.054 1.254
O -2.984 -0.135 1.270
O -0.570 -0.273 1.585
S -2.515 -1.934 -3.044
S -1.669 0.265 0.836
H -5.836 -1.948 -1.567
H -3.924 -1.702 0.143
H -4.076 -3.396 -0.311
H -1.794 -1.603 -0.780
H -1.902 -3.324 -1.188
H 5.552 2.527 -0.766
H 4.572 1.371 0.257
H -4.761 -1.487 -3.872
H 4.178 3.594 2.965
H 5.625 2.668 3.323
H 4.212 1.856 2.628
H 5.910 3.964 1.162
```

Calculated values
**Molecular weight**: 192.31 Da
**Highest occupied orbital energy**: -8.00 eV
**HOMO-LUMO gap**: 6.645 eV


No. 10
The following is a DFT calculation (the ωB97M-V functional and the def2-TZVPD basis) of the ion C7H12O4P2 with charge -2 in a non-equilibrium geometry.

Geometry as XYZ:
```
25
Properties=species:S:1:pos:R:3
C -0.153 -2.944 0.247
C -1.219 -2.321 -0.577
C -2.136 -1.531 0.055
C -3.171 -0.715 -0.665
P -3.110 0.950 0.198
O -2.848 0.872 1.703
O -4.095 1.962 -0.269
O -1.694 1.376 -0.577
P -0.163 0.551 -0.648
O -0.117 0.149 -2.090
C 0.745 2.176 -0.464
C 2.018 2.299 -0.066
C 2.815 3.560 0.075
H 0.059 -4.021 -0.161
H -0.364 -3.092 1.294
H 0.831 -2.377 0.103
H -1.185 -2.344 -1.683
H -2.090 -1.719 1.155
H -4.090 -1.238 -0.635
H -2.744 -0.650 -1.689
H 0.158 3.043 -0.584
H 2.482 1.322 0.144
H 3.159 3.683 1.112
H 2.154 4.395 -0.244
H 3.686 3.739 -0.528
```

Calculated values
**Net charge**: -2
**Structure (SMILES)**: C/C=C/C[P@](=O)([O-])OP([O-])/C=C/C
**Molecular weight**: 222.12 Da
**Highest occupied orbital energy**: 0.44 eV
**HOMO-LUMO gap**: 5.302 eV


No. 11
The following is a DFT calculation (the ωB97M-V functional and the def2-TZVPD basis) of a cluster of 2 separate species, C7H12O4Si in total in a non-equilibrium geometry.

Geometry as XYZ:
```
24
Properties=species:S:1:pos:R:3
C -3.647 -0.302 0.571
C -4.237 -0.629 -0.714
C -2.403 0.146 0.289
C -3.283 -0.314 -1.634
C 3.448 0.497 -1.757
C 2.356 2.076 2.277
C 0.356 -1.765 0.628
O -2.189 0.110 -1.011
O 2.467 -0.258 -0.952
O 2.496 1.472 1.142
O 0.582 -0.452 0.885
Si 1.537 0.575 0.101
H -4.090 -0.492 1.569
H -5.087 -1.204 -0.899
H -1.562 0.386 0.882
H 4.021 1.291 -1.233
H 2.862 1.124 -2.418
H 4.092 -0.121 -2.330
H -3.134 -0.587 -2.694
H 2.622 3.221 2.374
H 1.995 1.544 3.185
H 0.450 -1.898 -0.476
H -0.633 -2.073 0.919
H 0.979 -2.346 1.296
```

Calculated values
**Molecular weight**: 188.25 Da
**Highest occupied orbital energy (alpha / beta)**: -7.27 / -7.53 eV
**HOMO-LUMO gap (alpha / beta)**: 6.852 / 8.359 eV


No. 12
The following is a DFT calculation (the ωB97M-V functional and the def2-TZVPD basis) of the molecule C7H12O7Si in a non-equilibrium geometry.

Geometry as XYZ:
```
27
Properties=species:S:1:pos:R:3
C 3.049 2.125 -0.417
O 1.793 1.428 -0.297
C 1.784 0.185 0.047
O 2.688 -0.441 0.543
Si 0.033 -0.706 0.107
C 0.597 -2.590 1.179
O 1.815 -3.009 0.580
C -0.607 -1.103 -1.668
O -1.931 -1.574 -1.743
C -2.633 -1.689 -0.666
O -2.252 -1.562 0.477
C -0.876 0.812 0.865
O -0.621 1.384 1.917
O -1.853 1.241 0.041
C -2.461 2.467 0.393
H 3.794 1.385 -0.135
H 3.100 3.039 0.220
H 3.343 2.464 -1.428
H 0.834 -2.011 2.133
H -0.061 -3.397 1.397
H 2.388 -2.257 0.750
H -0.544 -0.298 -2.344
H 0.098 -1.996 -2.011
H -3.706 -2.055 -1.074
H -1.886 3.115 -0.216
H -2.503 2.622 1.472
H -3.384 2.420 -0.123
```

Calculated values
**Structure (SMILES)**: COC(=O)[Si](CO)(COC=O)C(=O)OC
**Molecular weight**: 236.25 Da
**Highest occupied orbital energy**: -8.60 eV
**HOMO-LUMO gap**: 9.196 eV